This record from OMol25 describes a molecular structure, C35H70As3N5OPSSbZr. The level of theory is ωB97M-V/def2-TZVPD.

Results
LUMO level   -11.581 eV
HOMO energy   -16.46 eV
Charge   +4
2S+1   1

Cartesian coordinates (Å):
Zr 0.480 -0.281 0.338
C 1.144 -5.917 -2.410
C -0.014 -4.988 -2.086
N 0.107 -3.667 -2.758
C 0.353 -3.739 -4.230
C -0.762 -4.473 -4.953
C -0.029 -2.521 -2.151
S -0.444 -2.499 -0.417
N 0.010 -1.391 -2.918
C 0.508 -0.247 -2.623
O 1.150 -0.013 -1.444
C 0.399 0.891 -3.532
C 1.207 2.018 -3.360
C 1.105 3.082 -4.240
C 0.192 3.029 -5.287
C -0.609 1.903 -5.470
C -0.500 0.831 -4.604
H 1.068 -6.797 -1.772
H 2.109 -5.443 -2.221
H 1.125 -6.265 -3.440
H -0.083 -4.820 -1.016
H -0.961 -5.420 -2.411
H 1.311 -4.243 -4.354
H 0.460 -2.725 -4.596
H -0.823 -5.526 -4.682
H -0.563 -4.427 -6.023
H -1.730 -4.005 -4.771
H 1.950 2.033 -2.575
H 1.750 3.943 -4.130
H 0.117 3.857 -5.980
H -1.296 1.861 -6.304
H -1.088 -0.065 -4.762
C -0.400 3.898 -0.023
As 0.429 2.460 0.969
C 2.317 2.737 0.487
C 0.411 3.109 2.821
C -0.548 2.404 3.798
C -1.863 2.033 3.105
C 0.075 1.104 4.351
As 1.137 -0.003 3.130
C 1.113 -1.680 4.108
C 2.959 0.623 3.444
C -0.808 3.316 5.013
As -1.599 5.168 4.986
C 0.011 6.212 4.577
C -2.443 5.330 3.210
H 0.107 4.826 0.242
H -1.449 3.989 0.254
H -0.296 3.724 -1.092
H 2.574 3.680 0.969
H 2.420 2.823 -0.590
H 2.970 1.953 0.862
H 0.137 4.159 2.724
H 1.442 3.085 3.178
H -1.702 1.190 2.415
H -2.279 2.873 2.547
H -2.607 1.717 3.839
H -0.702 0.447 4.746
H 0.761 1.315 5.175
H 1.417 -1.469 5.133
H 1.803 -2.393 3.665
H 0.109 -2.102 4.113
H 3.454 -0.107 4.082
H 2.930 1.575 3.969
H 3.534 0.737 2.530
H 0.136 3.471 5.545
H -1.446 2.764 5.708
H 0.764 6.034 5.343
H -0.268 7.264 4.630
H 0.441 6.028 3.592
H -3.358 4.739 3.160
H -1.787 5.090 2.370
H -2.729 6.378 3.117
C -5.102 1.976 -0.994
N -5.112 0.687 -0.143
C -5.442 -0.495 -1.081
N -4.515 -0.539 -2.155
C -4.538 0.708 -2.920
N -4.187 1.846 -2.072
C -2.789 1.842 -1.662
P -2.387 0.334 -0.647
C -3.800 0.486 0.561
C -3.172 -0.937 -1.757
H -4.841 2.798 -0.329
H -6.121 2.104 -1.358
H -5.853 0.763 0.558
H -6.455 -0.317 -1.443
H -5.419 -1.401 -0.478
H -5.538 0.860 -3.325
H -3.835 0.642 -3.748
H -2.573 2.738 -1.088
H -2.148 1.854 -2.547
H -3.642 1.336 1.226
H -3.879 -0.415 1.172
H -3.198 -1.899 -1.243
H -2.550 -1.051 -2.647
C 4.882 -2.653 2.827
C 4.806 -1.846 1.534
Sb 2.950 -2.070 0.482
C 2.566 -4.164 0.685
C 1.750 -4.626 1.886
C 3.575 -2.027 -1.570
C 4.692 -3.020 -1.878
H 5.885 -2.579 3.248
H 4.685 -3.713 2.662
H 4.186 -2.296 3.587
H 5.547 -2.197 0.815
H 4.994 -0.786 1.694
H 3.556 -4.624 0.682
H 2.083 -4.439 -0.254
H 2.282 -4.467 2.824
H 1.559 -5.697 1.814
H 0.781 -4.126 1.946
H 3.870 -1.001 -1.796
H 2.683 -2.243 -2.163
H 5.617 -2.771 -1.360
H 4.918 -3.009 -2.945
H 4.421 -4.043 -1.612

---

This record from OMol25 describes 6 unconnected molecules or ions with the total composition C35H70Br11FN2O5PS in a non-equilibrium geometry. The level of theory is ωB97M-V/def2-TZVPD.

Results
LUMO level   -3.418 eV
HOMO energy   -10.88 eV
Charge   +1
2S+1   1

Cartesian coordinates (Å):
C 1.348 -0.803 3.123
C 0.657 0.695 2.832
N -0.784 0.452 2.581
C -1.531 1.502 1.814
C -2.509 2.104 2.954
F -3.216 3.381 2.613
C -1.747 2.487 4.395
C -2.804 3.197 5.460
C -0.768 2.815 1.193
C -0.201 2.432 -0.334
P -0.566 3.626 -1.770
O -1.548 2.986 -3.055
O -1.322 5.147 -1.283
S 1.135 4.170 -2.638
C -0.865 0.896 -0.360
C -0.870 0.103 -1.801
C 0.468 0.307 -2.714
C 1.894 -0.070 -2.027
C 3.151 0.906 -2.546
C 3.811 1.786 -1.302
C 4.476 0.870 -0.116
C 4.494 1.709 1.316
O 4.224 0.857 2.500
C 4.356 1.695 3.709
N -2.057 0.677 0.620
C -3.169 1.169 -0.242
C -4.578 1.623 0.418
O -4.953 2.921 0.231
Br -5.898 0.517 1.436
O -1.834 -0.624 0.855
C -2.988 -1.431 1.188
C -2.611 -3.032 1.275
C -1.511 -3.455 0.086
C -2.140 -3.619 2.701
C -0.640 -4.362 2.697
C -2.132 -2.618 3.987
H 1.630 -0.963 4.247
H 2.323 -0.932 2.447
H 0.577 -1.586 2.697
H 1.292 1.141 1.961
H 0.784 1.285 3.862
H -1.313 -0.017 3.331
H -3.346 1.328 3.212
H -1.330 1.537 4.943
H -0.889 3.286 4.166
H -2.834 2.554 6.466
H -2.464 4.303 5.730
H -3.926 3.187 5.063
H 0.231 3.202 1.689
H -1.352 3.795 0.947
H 0.957 2.247 -0.195
H -1.845 3.739 -3.649
H -2.175 5.246 -1.799
H 0.053 0.314 0.140
H -1.789 0.373 -2.502
H -0.965 -1.045 -1.571
H 0.559 1.392 -3.202
H 0.343 -0.422 -3.652
H 2.225 -1.168 -2.351
H 1.943 -0.040 -0.863
H 4.015 0.271 -3.068
H 2.777 1.718 -3.332
H 4.696 2.422 -1.775
H 3.057 2.547 -0.823
H 3.978 -0.185 0.033
H 5.610 0.705 -0.408
H 3.640 2.543 1.324
H 5.520 2.264 1.466
H 4.178 2.842 3.458
H 5.466 1.628 4.108
H 3.591 1.331 4.519
H -3.478 0.262 -0.961
H -2.855 2.028 -1.012
H -3.463 -0.991 2.179
H -3.884 -1.395 0.398
H -3.599 -3.627 0.961
H -1.533 -4.647 0.081
H -1.989 -3.136 -0.944
H -0.447 -3.007 0.266
H -2.884 -4.509 2.989
H -0.794 -5.339 2.037
H -0.327 -4.656 3.807
H 0.209 -3.687 2.265
H -2.133 -3.317 4.956
H -1.096 -2.074 4.002
H -3.064 -1.923 4.105
Br -6.636 -3.760 -1.136
C -6.656 -1.909 -1.753
C -6.218 -1.808 -3.195
Br -4.282 -1.983 -3.359
H -6.026 -1.337 -1.067
H -7.695 -1.584 -1.641
H -6.450 -0.819 -3.601
H -6.663 -2.573 -3.838
Br -1.556 -4.130 -3.443
C 0.283 -4.683 -3.788
C 0.849 -5.456 -2.621
Br 1.340 -4.265 -1.155
H 0.849 -3.777 -4.025
H 0.227 -5.314 -4.679
H 1.780 -5.956 -2.904
H 0.155 -6.195 -2.212
Br 2.917 -3.163 -5.353
C 3.188 -4.255 -6.947
C 2.400 -3.717 -8.118
Br 0.509 -4.172 -7.966
H 2.923 -5.281 -6.679
H 4.262 -4.203 -7.147
H 2.730 -4.184 -9.051
H 2.460 -2.630 -8.220
Br 1.570 7.750 -1.071
C -0.196 8.398 -0.552
C -0.094 9.477 0.501
Br 0.291 8.718 2.256
H -0.772 7.528 -0.227
H -0.634 8.796 -1.471
H -1.052 9.993 0.618
H 0.687 10.214 0.293
Br 4.880 -3.446 -0.603
C 5.821 -2.710 0.940
C 5.695 -3.616 2.142
Br 3.935 -3.452 2.968
H 5.421 -1.706 1.109
H 6.866 -2.631 0.624
H 6.403 -3.324 2.922
H 5.838 -4.674 1.904

---

This record from OMol25 describes 10 unconnected molecules or ions with the total composition C35H70O15S5 in a non-equilibrium geometry. The level of theory is ωB97M-V/def2-TZVPD.

Results
LUMO level   0.484 eV
HOMO energy   -9.39 eV
SMILES   O=S1(=O)CCCC1.O=S1(=O)CCCC1.O=S1(=O)CCCC1.O=S1(=O)CCCC1.O=S1(=O)CCCC1.CC(C)=O.CC(C)=O.CC(C)=O.CC(C)=O.CC(C)=O
2S+1   1

Cartesian coordinates (Å):
O -0.311 4.368 0.045
S 1.116 4.590 -0.047
O 1.631 5.085 -1.326
C 1.743 5.588 1.389
C 3.101 4.923 1.728
C 3.374 3.673 0.827
C 1.971 3.105 0.449
H 1.052 5.465 2.202
H 1.786 6.656 1.088
H 3.873 5.670 1.588
H 2.932 4.687 2.775
H 3.955 2.934 1.413
H 3.930 3.936 -0.074
H 1.416 2.685 1.285
H 2.063 2.397 -0.332
O 1.467 0.657 -3.201
S 1.474 -0.379 -4.188
O 2.721 -1.095 -4.432
C 0.003 -1.419 -4.000
C -0.599 -1.500 -5.427
C -0.529 -0.113 -6.005
C 0.895 0.358 -5.796
H -0.586 -0.722 -3.410
H 0.186 -2.358 -3.465
H -0.192 -2.286 -6.101
H -1.668 -1.762 -5.316
H -1.120 0.507 -5.360
H -0.840 -0.039 -7.010
H 1.052 1.443 -5.744
H 1.596 0.065 -6.573
O -3.980 1.366 2.534
S -3.399 2.698 2.219
O -3.797 3.357 1.002
C -3.752 3.856 3.663
C -2.774 3.377 4.651
C -1.441 3.262 3.879
C -1.668 2.575 2.503
H -4.770 3.705 3.985
H -3.666 4.836 3.238
H -2.705 4.100 5.473
H -3.055 2.450 5.143
H -0.611 2.856 4.434
H -1.093 4.306 3.710
H -1.552 1.535 2.579
H -1.098 2.962 1.655
O 0.155 -1.382 2.429
S 0.402 -2.799 2.672
O 0.233 -3.313 4.020
C -0.433 -3.840 1.414
C 0.676 -4.129 0.350
C 1.938 -4.397 1.220
C 2.069 -3.236 2.185
H -1.344 -3.359 1.040
H -0.672 -4.690 2.033
H 0.403 -5.004 -0.254
H 0.914 -3.324 -0.351
H 2.863 -4.387 0.632
H 1.810 -5.364 1.696
H 2.473 -2.298 1.738
H 2.565 -3.524 3.149
O 5.163 -1.674 1.482
S 4.812 -0.719 0.437
O 3.996 0.443 0.774
C 6.284 -0.134 -0.452
C 6.054 -0.449 -1.922
C 5.211 -1.723 -1.961
C 4.098 -1.547 -0.959
H 7.212 -0.629 -0.136
H 6.407 0.910 -0.178
H 5.503 0.391 -2.431
H 7.004 -0.628 -2.443
H 5.826 -2.615 -1.698
H 4.729 -1.736 -2.948
H 3.585 -2.353 -0.494
H 3.357 -0.825 -1.384
C -3.351 -3.946 -2.772
C -2.542 -5.166 -2.404
C -1.235 -5.305 -3.181
O -2.836 -5.988 -1.555
H -3.527 -3.802 -3.827
H -2.820 -3.078 -2.494
H -4.340 -3.963 -2.301
H -0.781 -4.311 -3.084
H -1.454 -5.516 -4.224
H -0.522 -6.011 -2.748
C -4.819 -2.721 1.020
C -4.081 -2.504 2.275
C -4.751 -2.558 3.630
O -2.885 -2.294 2.236
H -5.604 -1.970 0.917
H -5.427 -3.661 1.100
H -4.124 -2.727 0.200
H -5.039 -1.629 4.069
H -4.064 -2.998 4.329
H -5.628 -3.223 3.641
C 2.726 0.166 3.899
C 1.553 1.036 3.990
C 0.402 0.454 4.787
O 1.569 2.159 3.448
H 3.064 -0.031 4.923
H 3.464 0.595 3.233
H 2.516 -0.876 3.581
H 0.732 -0.208 5.556
H -0.231 -0.160 4.138
H -0.255 1.175 5.235
C -3.212 3.171 -2.128
C -2.381 2.647 -3.266
C -1.426 3.540 -3.892
O -2.373 1.460 -3.562
H -4.121 2.604 -1.990
H -3.628 4.183 -2.318
H -2.701 3.186 -1.179
H -0.986 4.316 -3.163
H -1.969 4.035 -4.740
H -0.598 2.978 -4.219
C -0.195 0.424 -0.319
C -1.285 -0.496 -0.700
C -2.617 0.058 -0.418
O -1.108 -1.591 -1.157
H 0.051 0.540 0.733
H -0.477 1.403 -0.669
H 0.694 0.098 -0.788
H -2.666 1.116 -0.690
H -2.832 -0.133 0.620
H -3.304 -0.501 -1.080

---

This record from OMol25 describes 9 unconnected molecules or ions with the total composition C35H71NO9 in a non-equilibrium geometry. The level of theory is ωB97M-V/def2-TZVPD.

Results
LUMO level (spin up / spin down)   -2.512 / -7.511 eV
HOMO energy (spin up / spin down)   -11.20 / -11.20 eV
Charge   +1
2S+1   2

Cartesian coordinates (Å):
C 16.909 1.525 16.259
O 16.497 0.411 16.524
N 16.386 2.177 15.196
C 16.975 3.471 14.749
C 15.231 1.724 14.461
H 17.725 2.047 16.782
H 17.038 4.149 15.600
H 16.443 3.924 13.912
H 18.050 3.325 14.644
H 15.377 1.631 13.385
H 14.940 0.700 14.698
H 14.333 2.342 14.473
C 12.324 4.341 11.920
C 13.154 3.161 11.304
C 12.227 1.958 11.680
O 11.920 2.372 13.050
C 11.905 3.724 13.280
H 11.402 4.387 11.340
H 12.825 5.309 11.958
H 14.076 2.980 11.856
H 13.358 3.406 10.262
H 12.744 1.006 11.801
H 11.275 1.835 11.162
H 12.722 3.854 13.990
H 10.946 4.068 13.667
C 16.001 -0.012 21.796
C 16.625 -0.308 20.436
C 15.459 -0.878 19.636
O 14.441 -1.247 20.602
C 14.453 -0.304 21.638
H 16.226 1.035 21.997
H 16.487 -0.614 22.562
H 17.385 -1.088 20.445
H 17.027 0.574 19.938
H 15.781 -1.808 19.168
H 15.178 -0.160 18.866
H 14.060 -0.764 22.544
H 13.803 0.525 21.357
C 18.993 8.212 14.685
C 17.478 8.015 15.030
C 17.490 6.634 15.628
O 18.460 5.987 14.756
C 19.341 6.926 14.073
H 19.680 8.546 15.462
H 19.075 9.021 13.959
H 16.841 7.928 14.150
H 17.042 8.812 15.632
H 16.475 6.246 15.544
H 17.759 6.524 16.679
H 19.086 6.888 13.014
H 20.397 6.674 13.979
C 18.172 -3.070 14.008
C 19.438 -3.300 13.075
C 20.530 -2.559 13.897
O 19.747 -1.399 14.369
C 18.343 -1.519 14.249
H 18.222 -3.613 14.952
H 17.166 -3.370 13.716
H 19.109 -2.842 12.142
H 19.779 -4.230 12.619
H 21.328 -2.329 13.192
H 21.029 -3.209 14.616
H 17.847 -0.931 13.476
H 17.869 -1.162 15.163
C 20.775 3.896 16.267
C 21.313 2.816 15.261
C 20.701 1.506 15.786
O 19.780 1.788 16.811
C 20.227 3.077 17.427
H 19.966 4.408 15.745
H 21.585 4.562 16.568
H 22.311 2.905 14.832
H 20.743 2.895 14.335
H 21.476 0.831 16.149
H 20.032 0.961 15.119
H 21.008 3.101 18.187
H 19.396 3.606 17.894
C 15.303 4.410 20.653
C 14.481 3.708 19.645
C 15.296 4.056 18.361
O 16.645 4.175 18.855
C 16.784 4.083 20.240
H 15.142 4.042 21.667
H 15.008 5.453 20.542
H 13.422 3.920 19.795
H 14.558 2.628 19.771
H 15.017 5.053 18.021
H 15.170 3.322 17.565
H 17.440 4.877 20.594
H 17.171 3.083 20.437
C 15.857 -0.186 10.497
C 15.000 -0.664 9.387
C 14.370 0.531 8.660
O 14.824 1.602 9.487
C 16.094 1.232 10.163
H 16.762 -0.781 10.612
H 15.317 -0.132 11.442
H 14.320 -1.464 9.677
H 15.685 -1.115 8.669
H 13.292 0.435 8.789
H 14.569 0.496 7.589
H 16.390 1.822 11.030
H 16.833 1.345 9.370
C 11.828 1.415 16.822
C 10.376 1.167 17.054
C 10.095 -0.160 16.511
O 11.314 -0.789 16.676
C 12.383 0.107 17.153
H 12.208 2.243 17.421
H 11.979 1.604 15.759
H 9.644 1.887 16.687
H 10.270 1.081 18.135
H 9.908 -0.203 15.438
H 9.338 -0.646 17.127
H 13.203 -0.189 16.498
H 12.667 -0.029 18.196